# C41H44N3O2V

A structure of composition C41H44N3O2V at a distorted geometry (ωB97M-V/def2-TZVPD, OMol25).

Results
Lowest unoccupied orbital energy (spin up / spin down) = -2.59 / -2.73 eV
Spin multiplicity = 2
Molecular weight = 661.766 g/mol
Gap between HOMO and LUMO (spin up / spin down) = 8.582 / 8.430 eV
<S²> = 0.7594
Net charge = +1
Total energy = -2847.3339 Eh

```
91
Properties=species:S:1:pos:R:3:mulliken_spin:R:1
V -0.23248 0.52685 -0.12170 1.095
O 0.56223 1.08649 1.21239 -0.083
O -1.40317 -0.35698 -0.84167 -0.050
N -1.53521 2.40384 0.11773 0.004
N -1.19844 2.07764 -2.76278 0.013
N 0.80649 -1.33317 0.07978 -0.046
C 3.83423 2.86315 -2.64316 0.005
C -4.29552 -4.15947 -0.08631 0.000
C 3.01999 4.21005 4.15491 0.000
C -3.81307 -0.38660 -2.42638 -0.001
C -4.30072 -0.37875 -4.78037 0.000
C 1.14323 2.80229 3.63260 0.000
C 3.85792 3.32878 3.49125 0.000
C 0.74250 -3.70092 -0.20779 -0.002
C -4.61617 0.01251 -3.48123 0.000
C 1.15430 -0.60806 4.46297 -0.001
C -2.98945 -3.33148 1.74503 -0.001
C 3.33960 2.18535 2.89168 0.001
C 2.27095 1.10712 -1.94267 0.028
C 4.67656 0.65850 -1.78894 0.004
C 1.19944 0.92157 -1.39796 -0.040
C 1.65594 3.94517 4.22287 0.000
C -2.32657 -2.47332 0.87800 0.002
C -3.18649 -1.16797 -5.00780 0.000
C -3.97692 -4.17864 1.26444 0.000
C -2.42645 3.03401 -0.88741 0.004
C -2.68706 -1.17822 -2.65164 0.000
C 1.98104 1.91143 2.96327 0.001
C -0.51484 -2.25468 -1.80829 0.013
C 3.53801 0.78191 -4.02271 0.005
C 0.36885 -2.42694 -0.59282 0.006
C -0.93909 -1.46758 5.28629 0.000
C -1.84226 -1.56499 -1.44872 -0.012
C -1.58758 -0.91065 4.19683 0.009
C 3.56955 1.35140 -2.59773 -0.001
C -1.70325 3.31755 -2.19126 0.002
C 1.35689 0.68434 2.31378 0.026
C 2.10318 -2.75266 1.49535 -0.005
C -3.62822 -3.30407 -0.95358 0.000
C 0.51403 -0.06393 3.35174 -0.008
C 0.43676 -1.30945 5.41791 0.000
C 1.59307 -3.87204 0.86696 0.004
C -2.63531 -2.45034 -0.47953 -0.015
C -0.86066 -0.21170 3.23636 0.012
C 1.71658 -1.49083 1.07215 0.033
C -2.38060 -1.56849 -3.94454 0.000
C 2.37379 -0.27575 1.68338 -0.015
H -5.07240 -4.80956 -0.46934 0.000
H 3.42589 5.09721 4.62571 0.000
H 4.92119 3.52827 3.43691 0.000
H -4.06066 -0.09655 -1.41143 0.000
H -5.49327 0.61902 -3.29313 0.000
H 2.81221 -2.83936 2.30754 0.000
H -1.49943 -2.01135 6.03683 0.000
H 0.08192 2.58817 3.70418 0.000
H 1.87362 -4.86463 1.19702 0.000
H -2.39245 3.85485 -2.84801 0.001
H -4.92707 -0.07301 -5.60892 0.000
H 3.84384 3.28381 -1.63590 0.000
H -4.49898 -4.84599 1.93923 0.000
H 0.35556 -4.55199 -0.75272 0.000
H 4.49665 0.96035 -4.51530 0.000
H -2.72399 -3.33862 2.79558 0.000
H -1.39317 0.23560 2.40639 -0.010
H 4.75970 1.09740 -0.79112 0.000
H 3.05979 3.37301 -3.21922 -0.001
H 3.35232 -0.29381 -4.00512 -0.001
H -0.46783 2.23473 -3.44194 0.000
H 2.22250 -0.46422 4.59325 0.000
H 4.01261 1.51408 2.37150 0.000
H 4.80163 3.05991 -3.11224 0.001
H -2.82846 3.96502 -0.48825 0.000
H -0.80477 3.06267 0.37362 0.006
H -1.93920 1.54807 -3.20729 0.001
H 0.95155 -1.72909 6.27407 0.000
H -2.06936 2.23449 0.96421 0.004
H -2.66122 -1.01283 4.08768 0.000
H -1.56549 -1.81678 1.27681 0.012
H -1.51357 -2.18849 -4.14168 0.000
H 3.11195 -0.59591 2.41292 0.001
H -3.25891 2.35846 -1.08026 -0.001
H 2.86939 0.27077 0.87727 0.002
H -0.85968 3.98217 -1.99081 -0.002
H 0.99412 4.62451 4.74637 0.000
H -0.69692 -3.22728 -2.25706 0.000
H 5.63843 0.77782 -2.29353 0.001
H 4.47131 -0.40934 -1.68460 -0.002
H 0.01016 -1.60864 -2.51735 0.003
H 2.75175 1.25665 -4.61243 -0.001
H -2.93739 -1.47648 -6.01503 0.000
H -3.88943 -3.30537 -2.00509 0.000
```


# C41H44N6OS2Sn

A structure of composition C41H44N6OS2Sn (ωB97M-V/def2-TZVPD, OMol25).

Results
Lowest unoccupied orbital energy = -4.93 eV
Molecular weight = 819.689 g/mol
Gap between HOMO and LUMO = 7.566 eV
Net charge = +2
Total energy = -3002.7407 Eh

```
95
Properties=species:S:1:pos:R:3:mulliken_charge:R:1
Sn 0.78301 0.16950 0.80918 1.001
S -0.61142 -1.52773 2.14193 -0.540
S -0.60715 -1.99969 -1.31386 0.594
O -0.86076 -0.63275 -0.66121 -0.775
N -2.51909 0.32473 1.89647 0.595
N 1.83100 0.57005 2.60680 0.562
N 2.15366 -1.12051 -0.17340 0.682
N -0.06185 2.00799 1.45594 0.229
N -3.17854 -1.86321 1.66089 -0.132
N 1.29804 1.20406 -0.95638 0.583
C 2.25365 -0.40512 3.63825 -0.960
C -4.40169 1.65758 2.66869 -0.350
C -4.74553 -3.73139 -1.89977 -0.530
C -0.89123 2.86739 0.59839 -1.372
C 0.59964 2.60215 2.47478 0.803
C -5.69773 1.27248 0.23734 -0.809
C 2.65728 -1.76253 3.11577 -0.178
C -2.23229 -2.64637 -1.59485 0.369
C 1.72421 1.85334 3.01950 0.447
C 2.82865 1.44815 -2.76496 -0.814
C 2.68956 2.41201 3.87214 -0.559
C 0.14980 -0.14663 -4.81848 -0.854
C -5.63939 2.23980 2.43923 -0.717
C 4.63880 -1.02159 -2.95993 -0.968
C -6.28941 2.04369 1.22839 -0.630
C -3.81792 0.89064 1.67061 -0.677
C 1.85811 4.65644 4.60751 -0.615
C 0.50779 2.32793 -1.46274 -1.220
C 3.83346 -1.73465 2.14386 -0.662
C -3.73268 -4.49504 -1.34090 -0.839
C 3.83449 -1.29811 -1.85680 -1.008
C 2.39747 -2.51386 0.20942 -1.684
C -0.37612 -0.42444 -3.56976 0.084
C -3.24060 -1.87219 -2.15790 -0.388
C 3.82842 1.17941 -3.67689 -0.777
C 1.02459 -1.04479 -5.42408 -0.633
C 0.13413 3.81591 2.99899 -0.615
C 0.65743 4.70134 3.93200 -0.854
C 4.66062 0.07552 -3.79018 -0.851
C -0.89447 2.39727 -0.85063 -0.496
C -4.45172 0.70066 0.44990 0.412
C 3.65927 -2.76687 1.04274 -1.054
C -2.46405 -3.94971 -1.18016 -0.226
C -4.50105 -2.42176 -2.30745 -0.701
C 2.77424 3.62131 4.53706 -0.580
C 2.81063 -0.58822 -1.22579 1.603
C 1.38049 -2.22078 -4.78318 -0.877
C 2.32456 0.72932 -1.66383 0.708
C 0.86117 -2.50672 -3.52692 -0.603
C -2.22583 -0.96674 1.86278 0.706
C -0.02017 -1.61156 -2.94074 0.971
H -4.14873 -1.59206 1.59612 0.241
H -0.12136 0.76941 -5.32665 0.472
H 4.55460 -2.79423 0.42242 0.377
H 1.13671 -3.41950 -3.01166 0.405
H -3.89562 1.78737 3.61740 0.511
H 4.76977 -1.91772 2.67173 0.551
H 1.41293 -0.52929 4.32902 0.172
H 3.55626 1.78030 4.00865 0.367
H 3.07750 -0.00164 4.22224 0.375
H 3.68986 3.76229 5.09983 0.380
H 5.35917 -1.80000 -3.18567 0.413
H 4.05677 -2.25430 -1.41303 0.269
H 2.06416 -2.91347 -5.25464 0.489
H -5.73146 -4.15749 -2.02874 0.453
H 1.02635 3.28091 -1.30208 0.483
H -7.25707 2.49432 1.05596 0.431
H -1.46694 3.13039 -1.42299 0.645
H 2.36078 2.40935 -2.91511 0.458
H -6.10067 2.83901 3.21218 0.426
H 3.98640 1.96135 -4.41148 0.416
H -3.03802 -0.85795 -2.47676 0.393
H -1.92132 2.94231 0.96895 0.487
H 2.41924 -3.13228 -0.69419 0.638
H 0.02863 5.56075 4.13456 0.395
H -0.83804 4.11230 2.62979 0.419
H 1.42953 -0.82093 -6.40203 0.466
H -2.93277 -2.83368 1.56043 0.291
H -6.20154 1.12630 -0.70876 0.469
H -5.29547 -1.83874 -2.75445 0.470
H -1.39800 1.43768 -0.96082 -0.815
H -1.66362 -4.53375 -0.74155 0.463
H -3.96680 0.11482 -0.32152 0.563
H -1.03743 0.27918 -3.08056 0.185
H 5.38879 0.08431 -4.59024 0.413
H 0.39315 2.20325 -2.54331 0.816
H 3.55913 -3.76559 1.47775 0.469
H -3.92432 -5.51357 -1.03202 0.459
H 3.92041 -0.73881 1.69911 0.211
H 2.89570 -2.37831 3.98497 0.577
H 1.51804 -2.84794 0.76042 0.713
H 2.10382 5.49316 5.24788 0.388
H 1.79099 -2.25020 2.66365 -0.049
H -0.48225 3.88145 0.61640 0.747
H -1.77072 0.94556 2.18105 -0.304
```


# C41H45MoN4OSSi

A structure of composition C41H45MoN4OSSi at a distorted geometry (ωB97M-V/def2-TZVPD, OMol25).

Results
Lowest unoccupied orbital energy (spin up / spin down) = -3.30 / -4.15 eV
Spin multiplicity = 3
Molecular weight = 765.931 g/mol
Gap between HOMO and LUMO (spin up / spin down) = 7.044 / 6.336 eV
<S²> = 2.0220
Net charge = +1
Total energy = -2639.2815 Eh

```
94
Properties=species:S:1:pos:R:3:mulliken_spin:R:1
Mo 0.57315 0.10015 -0.14073 2.157
S -1.03600 1.71879 1.15795 -0.027
Si -0.75010 -1.40879 -1.60185 -0.101
O 0.09209 -1.11971 1.55022 0.014
N -1.36502 -0.17973 3.08536 0.011
N -1.71980 1.96607 3.70910 0.014
N -0.12853 1.55200 -1.33918 -0.101
N 2.00693 1.05373 1.42404 -0.004
C 0.64910 -2.02168 -6.02153 0.001
C -0.52592 -3.65756 2.37457 0.002
C -1.65590 -5.10083 3.92304 0.002
C -4.01164 -4.64858 -0.77622 -0.001
C -2.31449 4.10907 -2.16504 0.009
C -0.03772 4.35238 -3.25386 0.011
C 3.49886 1.16829 -1.06133 0.039
C 4.32918 1.91522 -1.90988 -0.014
C 2.22993 0.73943 -1.50527 -0.240
C 4.01251 2.11830 -3.23762 0.021
C 2.86381 1.52560 -3.74126 -0.008
C -1.99204 -2.72535 4.04345 0.001
C -4.38467 -3.43236 -1.33028 0.001
C -1.65720 3.41563 3.52678 -0.002
C -0.27623 3.98496 3.84028 0.001
C 0.99870 -2.24813 -3.65466 0.011
C -3.42964 -2.45818 -1.57214 -0.008
C 6.00251 -0.24230 1.37581 -0.001
C -0.25516 -1.68660 -3.39835 0.010
C -1.68175 2.63917 -4.12494 0.010
C -0.78435 -1.19080 2.46398 -0.010
C 5.24936 -0.37660 2.53122 0.003
C -1.04656 -1.29659 -4.48088 0.008
C -2.67961 -4.89304 -0.47641 0.002
C -1.36013 1.10093 2.74857 0.012
C -2.16114 1.45165 5.00924 -0.001
C -1.03022 1.07095 5.95981 0.001
C -0.60306 2.37314 -1.98478 0.134
C 4.09337 0.71040 0.21971 0.008
C -2.25223 -3.99801 4.52009 0.000
C 1.99578 0.87379 -2.88242 0.026
C -2.08494 -2.69250 -1.27709 0.011
C 1.44039 -2.42651 -4.95501 0.001
C 5.42229 0.28083 0.23262 -0.001
C -0.79625 -4.92997 2.84733 -0.001
C -0.59564 -1.45636 -5.78171 0.001
C -1.72231 -3.92410 -0.72807 0.010
C -1.12233 -2.54685 2.96770 0.003
C -1.16761 3.37760 -2.87550 0.041
C 3.92990 0.04202 2.53826 0.006
C 3.36493 0.59056 1.39745 -0.027
H -1.95684 4.62141 -1.27212 0.000
H -4.76113 -5.40431 -0.58246 0.000
H -2.06215 3.37302 -4.83465 0.001
H 1.64929 0.98885 2.36982 0.001
H -2.45043 -1.86165 4.50035 0.000
H 1.09911 0.44783 -3.31609 -0.008
H -1.21778 -1.14396 -6.61088 0.000
H -2.73681 4.84818 -2.84500 0.000
H 5.24528 2.32928 -1.50752 -0.001
H -0.27754 5.06798 3.71663 0.000
H -2.77518 0.57328 4.81963 0.001
H 0.81225 3.81495 -3.67323 -0.001
H 1.61463 -1.16393 -0.17826 -0.045
H -2.38139 -5.83949 -0.04451 0.000
H 0.01516 3.75659 4.86425 0.000
H 4.66918 2.69186 -3.87858 0.001
H -5.42152 -3.24194 -1.57470 0.000
H 1.95694 2.02798 1.13545 0.007
H -0.87989 2.07365 -4.60193 0.000
H -0.43601 0.26121 5.53780 0.000
H 1.64146 -2.53156 -2.82678 0.006
H -2.78654 2.22042 5.46140 0.000
H -0.37884 1.91795 6.17148 0.000
H 0.46997 3.56461 3.16429 0.000
H 7.03681 -0.55857 1.35785 0.000
H 0.16410 -3.50503 1.55657 -0.003
H -1.85505 -6.09352 4.30565 0.000
H -3.73832 -1.50865 -1.99837 0.001
H 2.41047 -2.87107 -5.13515 0.000
H -1.45675 0.72885 6.90319 0.000
H 5.99970 0.33655 -0.68007 0.000
H 2.62851 1.58754 -4.79762 0.000
H -2.40428 3.86378 4.18023 0.000
H 0.99997 -2.14233 -7.03780 0.000
H 5.69002 -0.79849 3.42421 0.000
H -3.10208 3.41361 -1.87411 -0.001
H -0.41211 5.05861 -3.99450 0.001
H 3.33500 -0.06956 3.43874 0.000
H 0.30170 4.90955 -2.38068 0.000
H -2.02790 -0.86340 -4.31083 0.000
H -2.49240 1.95573 -3.86784 -0.001
H -0.68022 -4.13172 -0.50924 0.003
H -1.93028 3.65156 2.50162 0.003
H -2.91340 -4.13371 5.36575 0.000
H -0.32929 -5.79152 2.38745 0.000
```